Formula: C66H163F6N8O10P
Source: OMol25
Level of theory: wB97M-V/def2-TZVPD

Geometry as XYZ:
```
254
Properties=species:S:1:pos:R:3:forces:R:3:lowdin_spin:R:1
C -6.4000 -1.0603 -0.0998 -0.84 1.18 0.45 0.018
C -6.4055 0.0842 -1.1294 0.67 0.09 -1.33 0.014
N -5.3533 1.2715 -0.9400 1.50 -1.15 2.15 0.002
C -3.9346 0.5932 -0.9074 -1.32 1.07 -1.35 0.033
C -5.3483 2.4383 -1.8840 -0.38 -0.66 -1.60 0.002
C -4.6679 2.1818 -3.2405 -1.46 -0.07 -0.27 0.013
C -5.4341 1.9186 0.4296 -2.04 -0.87 1.22 0.003
C -6.7226 2.7740 0.6745 -0.83 -0.67 0.59 0.001
O -7.9333 1.9976 0.4638 1.01 0.12 -0.06 0.001
C -9.1914 2.6804 0.4854 -0.36 0.70 -0.37 0.000
H -7.1737 -1.7600 -0.4158 0.36 -0.26 -0.52 0.003
H -6.8330 -0.7553 0.8528 0.36 0.36 0.21 0.000
H -5.4408 -1.5511 0.0647 -0.14 -0.02 -0.30 0.008
H -7.3967 0.4498 -1.3979 0.10 0.53 0.95 0.000
H -6.1215 -0.3565 -2.0850 0.62 0.04 -0.08 0.023
H -3.8611 -0.1845 -0.1472 -0.01 0.76 0.21 0.006
H -3.2928 1.4735 -0.8733 0.47 -0.55 0.60 0.002
H -3.7563 0.1123 -1.8692 -0.15 -0.08 -0.11 0.055
H -4.9204 3.3086 -1.3864 0.17 -0.29 0.10 0.000
H -6.3989 2.6635 -2.0671 -0.03 0.03 0.06 0.000
H -3.5859 2.3039 -3.2893 -0.30 -0.01 0.13 0.002
H -5.2101 2.7995 -3.9564 0.60 0.95 0.05 0.001
H -5.0259 1.2628 -3.7046 0.54 -0.75 0.53 0.013
H -4.5344 2.4040 0.8077 0.21 0.82 -1.26 0.002
H -5.3586 1.1047 1.1508 -0.94 -0.41 -0.04 0.003
H -6.7455 3.7323 0.1557 0.05 -0.13 -0.60 0.000
H -6.7280 3.0692 1.7237 0.33 -0.06 0.29 0.000
H -10.0248 1.9782 0.5094 0.49 -0.43 0.02 0.000
H -9.3456 3.2835 -0.4094 0.27 0.00 -0.30 0.000
H -9.3809 3.3711 1.3070 0.63 -0.14 0.46 0.000
C 5.3909 2.1374 0.2236 1.31 0.15 -0.94 0.000
C 5.8569 2.8935 -1.0007 0.31 2.04 -1.59 0.000
N 6.1707 2.1248 -2.3441 -0.46 -0.51 -1.06 0.000
C 7.4296 1.2268 -2.1354 -1.29 1.57 0.75 0.000
C 4.9636 1.2224 -2.7690 -1.12 1.75 -0.47 0.003
C 3.6210 1.9707 -3.2955 2.03 -0.45 0.66 0.004
C 6.4010 3.1325 -3.5668 1.03 -0.12 0.01 0.000
C 7.7532 3.9512 -3.6131 -1.47 0.10 1.79 0.000
O 8.8568 3.1539 -3.8686 0.53 0.24 0.34 0.000
C 10.0132 3.9443 -3.5469 1.64 -0.72 -0.62 0.000
H 4.4299 1.6837 -0.0187 0.27 -0.53 0.65 0.000
H 5.3577 2.7480 1.1259 -0.52 0.53 -0.26 0.000
H 6.2699 1.5466 0.4815 -0.67 -1.16 0.14 0.000
H 6.7153 3.5499 -0.8576 0.69 -0.75 0.41 0.000
H 5.2024 3.7137 -1.2956 -0.88 -0.45 -0.28 0.000
H 7.6021 0.5305 -2.9560 -0.14 0.32 0.05 0.000
H 7.2309 0.7472 -1.1769 0.28 -0.35 -0.27 0.000
H 8.2061 1.9824 -2.0164 0.31 -0.63 -0.13 0.000
H 4.6647 0.6160 -1.9140 0.45 -0.10 -0.12 0.001
H 5.2531 0.6422 -3.6452 0.52 -0.25 0.48 0.002
H 2.8553 1.1964 -3.2488 -0.09 0.24 0.06 0.003
H 3.7690 2.2997 -4.3241 -0.05 -0.11 -0.01 0.001
H 3.3577 2.8497 -2.7071 -0.17 -0.23 0.22 0.000
H 5.4837 3.7208 -3.5932 0.41 0.35 0.12 0.000
H 6.4474 2.5756 -4.5027 -0.34 -0.73 0.29 0.000
H 7.8459 4.4300 -2.6383 0.20 0.03 0.55 0.000
H 7.7692 4.8310 -4.2563 -0.82 -0.19 -0.67 0.000
H 10.0886 4.8594 -4.1342 -0.53 0.23 0.18 0.000
H 10.9220 3.4108 -3.8253 -0.32 -0.48 -0.37 0.000
H 10.2070 4.1078 -2.4868 -0.88 0.27 0.25 0.000
C 0.0926 2.6490 -3.6263 0.14 0.02 -0.65 0.002
C -0.9634 2.0144 -4.5342 0.18 -0.26 -0.33 0.007
N -0.3552 1.0804 -5.6264 -0.23 0.24 1.57 0.003
C 0.2256 -0.1618 -4.9062 -1.02 0.77 -1.21 0.041
C -1.5828 0.5692 -6.5038 1.90 2.00 -0.23 0.024
C -1.1255 -0.2113 -7.7388 -0.75 0.05 0.76 0.012
C 0.8574 1.7532 -6.4068 -2.98 -0.80 0.57 0.004
C 0.3592 2.9041 -7.2844 0.61 -0.42 -1.55 0.001
O -0.1892 4.0104 -6.6525 0.45 -2.05 1.78 0.000
C 0.1257 5.2511 -7.1513 -0.28 1.54 0.20 0.000
H -0.3604 3.4180 -3.0006 -0.27 -0.46 0.22 0.000
H 0.7757 3.2291 -4.2468 0.00 0.03 -0.15 0.000
H 0.7011 1.9455 -3.0581 -0.41 0.08 0.24 0.001
H -1.5620 2.8097 -4.9784 0.45 -0.01 -0.64 0.001
H -1.7295 1.3938 -4.0695 0.47 -0.25 0.59 0.009
H -0.6234 -0.7215 -4.5137 0.04 0.14 0.49 0.040
H 0.9436 0.1407 -4.1440 -0.09 -0.18 -0.20 0.005
H 0.6227 -0.7834 -5.7087 0.48 0.03 0.35 0.015
H -2.1044 1.4832 -6.7876 0.26 0.21 -0.35 0.001
H -2.3104 0.1439 -5.8125 0.56 -0.88 0.07 0.037
H -0.4245 -1.0075 -7.4886 -0.48 -0.33 -0.08 0.006
H -0.6668 0.3557 -8.5488 -0.14 0.42 0.32 0.000
H -2.0913 -0.5630 -8.1016 0.33 -0.67 -0.41 0.002
H 1.1766 0.8324 -6.8948 0.55 0.78 -0.85 0.002
H 1.6106 2.0742 -5.6872 -0.27 -0.14 0.06 0.001
H -0.3866 2.6530 -8.0386 0.15 -0.97 -0.12 0.000
H 1.2506 3.1716 -7.8518 0.22 0.29 -0.18 0.000
H -0.3431 5.4454 -8.1160 -0.33 0.16 0.06 0.000
H 1.1791 5.5020 -7.2753 0.34 -0.46 0.23 0.000
H -0.2807 5.8201 -6.3152 0.03 1.13 -0.74 0.000
C 1.5457 5.7110 7.6670 0.25 -0.66 0.31 0.000
C 0.4166 4.7774 8.2369 0.49 0.27 -1.89 0.000
N 0.2015 3.4939 7.3230 -0.39 0.04 0.17 0.000
C 1.5174 2.6940 7.4457 -0.90 -1.16 0.82 0.000
C -1.0614 2.7018 7.9189 0.72 -0.26 -1.31 0.000
C -2.4626 3.3342 7.7950 0.60 0.52 0.64 0.000
C -0.0474 3.9018 5.8341 -0.37 -2.58 -0.29 0.000
C -0.5966 2.7163 4.8244 1.13 -1.49 0.72 0.001
O 0.1693 1.4329 4.7700 0.13 0.75 -0.04 0.001
C -0.4104 0.4549 3.8629 -1.84 1.00 0.98 0.002
H 1.7101 5.6695 6.5903 -0.71 0.14 -0.10 0.000
H 2.5492 5.4307 7.9873 -0.16 -0.14 0.61 0.000
H 1.4090 6.7486 7.9716 -0.25 -0.14 0.00 0.000
H -0.5394 5.3010 8.2385 0.02 -0.09 -0.06 0.000
H 0.6330 4.4423 9.2512 0.03 -0.25 -0.22 0.000
H 1.5978 1.7798 6.8575 -0.38 0.78 -1.29 0.000
H 1.4813 2.1494 8.3892 0.03 0.89 0.76 0.000
H 2.3978 3.3327 7.3752 -0.38 -0.08 -0.24 0.000
H -0.7880 2.4555 8.9449 -0.06 0.22 -0.05 0.000
H -1.1005 1.7729 7.3500 0.48 -0.07 0.01 0.000
H -3.2443 2.5958 7.9734 0.35 -0.35 0.14 0.000
H -2.7212 3.7535 6.8226 0.36 0.15 0.02 0.000
H -2.5877 4.0718 8.5877 -0.17 0.26 -0.28 0.000
H 0.9047 4.2628 5.4452 -0.16 0.06 -0.09 0.000
H -0.8798 4.6051 5.8573 0.36 0.31 -0.08 0.000
H -0.6165 3.0331 3.7816 0.22 0.85 0.09 0.000
H -1.6245 2.4352 5.0536 -0.19 0.19 0.40 0.001
H -1.1915 -0.0524 4.4293 -0.23 -0.24 0.23 0.001
H 0.1613 -0.3556 3.4108 1.11 0.75 0.41 0.001
H -0.9681 0.9457 3.0653 0.30 0.21 -0.37 0.001
C 5.0622 -1.2637 1.4882 -2.35 -0.89 0.12 0.000
C 3.6047 -1.9201 1.6030 0.88 -0.83 -0.35 0.001
N 3.4684 -3.3995 1.0720 0.08 0.21 -2.43 0.001
C 2.0366 -3.8768 1.3185 1.64 -1.68 0.76 0.007
C 3.6150 -3.3832 -0.5190 1.10 1.96 0.33 0.006
C 2.9444 -2.1835 -1.3043 -0.22 -1.16 0.04 0.013
C 4.5488 -4.4304 1.6212 -0.70 0.61 0.28 0.001
C 4.4226 -4.7593 3.1436 2.16 1.07 -0.48 0.001
O 5.0642 -3.7282 3.9181 -1.55 0.50 -1.68 0.000
C 5.6980 -4.1190 5.1050 -0.30 -0.84 0.67 0.000
H 5.7453 -1.8876 2.0645 0.10 0.61 0.19 0.000
H 4.8722 -0.2509 1.8435 0.49 -0.09 0.74 0.000
H 5.4366 -1.1025 0.4773 -0.26 -0.53 -0.27 0.000
H 2.8126 -1.3627 1.1029 0.25 -0.04 -0.27 0.000
H 3.2155 -2.0306 2.6151 0.77 0.26 0.33 0.000
H 1.2528 -3.4636 0.6836 0.43 0.63 0.21 0.004
H 1.8722 -3.9048 2.3956 -0.41 0.89 -0.08 0.001
H 2.1012 -4.9489 1.1326 -0.20 -0.14 -0.51 0.004
H 3.5140 -4.3827 -0.9420 -0.88 0.02 0.34 0.003
H 4.6630 -3.1759 -0.7355 0.32 -0.12 0.68 0.001
H 3.3947 -2.1886 -2.2969 0.16 -0.29 -0.10 0.010
H 3.1507 -1.1807 -0.9302 0.03 -0.29 0.44 0.001
H 1.8744 -2.2656 -1.4954 0.02 -0.03 0.40 0.005
H 5.5571 -4.1606 1.3072 0.03 1.48 0.77 0.000
H 4.6205 -5.3111 0.9828 -1.66 -0.52 0.09 0.001
H 5.0811 -5.6189 3.2683 -0.56 -0.65 -0.01 0.000
H 3.3969 -4.9303 3.4702 0.05 -0.23 0.03 0.001
H 5.1734 -4.9283 5.6128 -0.26 -0.26 -0.10 0.000
H 5.6223 -3.2929 5.8120 0.66 0.12 -0.29 0.000
H 6.6919 -4.5013 4.8724 0.28 0.41 0.34 0.000
C -0.1330 6.6781 2.9846 0.23 -1.20 -2.11 0.000
C -0.6346 5.6973 1.7812 0.96 1.63 0.05 0.000
N -0.1393 6.0977 0.3375 1.17 -0.77 0.80 0.000
C -0.6334 7.5285 0.0119 -0.34 -1.53 -0.51 0.000
C 1.3972 6.1422 0.2377 1.54 -0.93 -0.81 0.000
C 2.2678 4.8466 0.4952 -2.49 -0.91 -0.11 0.000
C -0.5756 5.0670 -0.8368 0.10 1.70 -0.01 0.001
C -2.0894 4.8428 -1.0025 -1.06 -0.55 -0.05 0.002
O -2.5724 4.5285 -2.3289 0.16 -0.64 1.37 0.001
C -2.7718 5.6401 -3.1963 1.55 -0.08 0.89 0.000
H 0.9157 6.4533 3.1791 -0.07 -0.57 0.30 0.000
H -0.7634 6.4007 3.8295 0.15 0.47 0.03 0.000
H -0.0603 7.7410 2.7543 -0.97 -0.01 0.06 0.000
H -1.7159 5.6815 1.6450 0.04 -0.07 0.42 0.000
H -0.2248 4.7262 2.0588 -0.18 -0.15 -0.57 0.000
H -0.1993 8.3278 0.6127 0.02 -0.57 0.30 0.000
H -1.7141 7.4415 0.1250 0.10 0.58 0.00 0.000
H -0.3745 7.7206 -1.0293 -0.10 -0.03 0.03 0.000
H 1.8589 6.9587 0.7928 -0.75 0.17 0.18 0.000
H 1.5252 6.3364 -0.8272 0.21 0.49 0.05 0.000
H 3.3381 4.8701 0.2902 -0.16 0.88 0.37 0.000
H 1.9016 4.0535 -0.1568 0.02 -0.01 -0.58 0.000
H 2.0297 4.3459 1.4336 0.63 0.59 0.66 0.000
H 0.0353 4.1644 -0.8520 -0.31 -0.02 0.94 0.000
H -0.1945 5.6179 -1.6967 -0.26 0.11 -0.20 0.000
H -2.6669 5.6644 -0.5785 0.09 0.52 -0.25 0.000
H -2.4598 4.0003 -0.4184 0.54 -0.28 0.14 0.002
H -1.7366 5.9460 -3.3478 -0.15 0.84 -0.95 0.000
H -3.2918 6.4328 -2.6584 -0.41 0.06 -0.39 0.000
H -3.2355 5.2865 -4.1172 -0.07 0.21 0.24 0.000
C -1.9685 -3.0715 3.8069 -0.26 -1.87 -0.92 0.003
C -1.9660 -4.2562 2.7641 -0.55 0.69 -0.48 0.004
N -3.0986 -4.1739 1.7218 0.08 -0.08 -0.30 0.005
C -2.7714 -2.9626 0.7620 -2.21 -0.53 0.01 0.028
C -3.1118 -5.4265 0.8177 -0.53 -0.37 0.43 0.005
C -4.3227 -5.5800 -0.1239 0.54 -0.35 -0.51 0.020
C -4.5232 -4.0310 2.4601 1.40 1.67 0.26 0.003
C -5.0342 -5.0784 3.5122 0.69 -0.83 -1.56 0.001
O -4.0001 -5.7600 4.1789 0.24 0.23 0.01 0.000
C -4.5254 -6.7325 5.0783 0.44 -0.53 1.07 0.000
H -1.9346 -2.1120 3.2909 0.26 -0.04 0.14 0.001
H -1.0838 -3.2845 4.4069 0.04 0.51 0.07 0.001
H -2.8354 -3.1186 4.4660 0.10 -0.03 -0.03 0.000
H -2.0448 -5.2716 3.1524 0.11 0.41 0.52 0.001
H -1.0774 -4.1673 2.1391 0.16 -0.11 0.15 0.002
H -3.3356 -3.1688 -0.1476 -0.43 0.13 0.02 0.034
H -1.7806 -2.8069 0.3353 0.59 -0.63 1.08 0.007
H -3.1551 -2.0318 1.1797 0.21 -0.16 0.26 0.005
H -3.0258 -6.3169 1.4405 -0.41 0.24 0.60 0.000
H -2.1952 -5.5040 0.2329 0.15 0.84 -0.10 0.002
H -4.2388 -4.9965 -1.0407 -0.04 0.52 0.20 0.030
H -5.3396 -5.5121 0.2625 0.28 0.20 0.36 0.001
H -4.2563 -6.5913 -0.5253 0.04 -0.26 0.21 0.001
H -5.2278 -3.8525 1.6479 -0.06 -0.36 0.19 0.001
H -4.4168 -3.0729 2.9689 0.11 0.07 -0.14 0.002
H -5.6027 -5.7499 2.8687 -0.35 -0.58 0.40 0.000
H -5.6882 -4.6932 4.2945 -0.24 0.85 -0.54 0.000
H -4.3877 -7.7367 4.6775 -0.71 0.05 -0.32 0.000
H -5.5136 -6.4882 5.4682 -0.42 -0.19 -0.78 0.000
H -3.9909 -6.7828 6.0269 0.77 0.52 -0.20 0.000
C -0.6350 -9.6895 0.1802 -0.63 0.54 -0.50 0.001
C 0.0681 -8.7587 -0.8418 0.92 0.03 -0.56 0.003
N -0.5629 -8.4949 -2.2371 -0.87 0.84 1.24 0.000
C -0.6118 -9.8173 -2.9299 -0.67 0.84 -0.85 0.000
C -2.0217 -7.8982 -1.9646 1.37 -0.14 -0.68 0.001
C -2.8014 -7.3650 -3.1594 -0.62 -0.39 -1.16 0.013
C 0.2751 -7.4728 -3.0697 -1.15 -1.36 -0.11 0.006
C 0.5758 -6.1689 -2.4310 0.32 2.47 1.26 0.014
O -0.4677 -5.3152 -1.8870 -0.52 -2.22 -0.26 0.018
C -0.6957 -3.9972 -2.3240 0.66 0.58 0.19 0.083
H -0.0177 -9.8967 1.0543 0.54 -0.01 -0.43 0.000
H -0.9669 -10.6360 -0.2466 0.28 -0.01 -0.05 0.000
H -1.5177 -9.2499 0.6447 -0.15 0.31 -0.32 0.000
H 1.0163 -9.1796 -1.1762 0.15 -0.30 0.46 0.001
H 0.3514 -7.7886 -0.4336 -0.51 0.00 0.20 0.003
H 0.3502 -10.3225 -2.8439 -0.17 0.05 -0.10 0.000
H -0.8587 -9.5536 -3.9582 0.21 -0.52 -0.17 0.000
H -1.4415 -10.4121 -2.5480 0.28 -0.01 0.18 0.000
H -1.7867 -7.1264 -1.2316 -0.37 -0.05 -0.06 0.001
H -2.5415 -8.7450 -1.5165 -0.03 0.19 0.03 0.000
H -2.6502 -6.4093 -3.6614 0.79 0.51 1.07 0.014
H -3.8662 -7.3673 -2.9264 -0.01 -0.04 0.37 0.001
H -2.7832 -7.9763 -4.0617 0.23 -0.86 0.26 0.000
H -0.2115 -7.3808 -4.0407 -0.52 0.10 0.23 0.002
H 1.2254 -7.9266 -3.3507 0.15 -0.27 0.49 0.001
H 1.1803 -5.6066 -3.1426 -0.07 0.06 -0.29 0.010
H 1.2324 -6.2857 -1.5688 0.27 -0.41 0.00 0.004
H -0.6891 -3.8471 -3.4036 0.16 -0.14 -0.07 0.040
H 0.0088 -3.3483 -1.8038 0.36 0.22 -0.45 0.006
H -1.6525 -3.6321 -1.9506 -0.46 -0.41 -0.11 0.053
P -0.2055 0.2497 -0.3225 0.71 -0.34 0.95 0.006
F 0.5906 -0.3867 0.9076 1.21 0.90 1.43 0.002
F -0.1909 -1.2966 -0.7845 -0.69 -0.28 -1.77 0.013
F -1.6038 -0.0226 0.5514 0.49 0.53 -1.06 0.005
F -1.0342 0.6535 -1.6745 0.49 0.36 1.40 0.016
F -0.0954 1.7428 0.3785 -0.64 -0.74 -1.28 0.003
F 1.2480 0.5877 -1.1213 -1.36 -0.39 0.42 0.003
C 2.5762 1.8385 2.6317 -0.99 -0.75 0.25 0.000
C 3.3621 2.5462 3.7317 2.06 1.53 0.60 0.000
O 4.4722 2.0787 4.0915 -0.98 -0.88 -0.81 0.000
O 2.9591 3.6765 4.1397 -1.46 -0.16 -0.36 0.000
H 2.8531 2.1006 1.6105 0.41 0.05 0.06 0.000
H 1.4997 2.0018 2.6821 -0.05 0.48 0.15 0.000
H 2.6355 0.7587 2.7683 0.44 -0.18 -0.20 0.000
```
Forces are in eV/Å.

Computed properties:
HOMO-LUMO gap (spin up / spin down)   2.295 / 6.425 eV
Total energy   -129018.7588 eV
Strongest force on any atom   3.139 eV/A
Net charge   +5
Spin multiplicity   2